(1)
The following is a quantum chemistry calculation of an isolated molecule of C20H24N2O5S, from OMol25.

Properties
- SMILES string = O=C(c1cccc(S(=O)(=O)N2CCOCC2)c1)N(CCO)Cc1ccccc1
- charge = 0
- lowest unoccupied orbital energy (hartree) = 0.017
- E (eV) = -45182.11894
- ΔE to the lowest compared entry with this formula, charge and spin (kcal/mol) = 45.3

XYZ file:
```
52
C20H24N2O5S, DFT ωB97M-V with the def2-TZVPD basis set
O -1.0217 -2.9368 0.4457
C -1.2618 -2.0045 -0.3062
C -0.1706 -1.4120 -1.1477
C 0.1836 -1.9470 -2.3809
C 1.2428 -1.4119 -3.0975
C 1.9568 -0.3401 -2.5853
C 1.6071 0.1726 -1.3511
S 2.5377 1.5336 -0.6452
O 1.6578 2.2967 0.1881
O 3.2539 2.1946 -1.6947
N 3.6677 0.8206 0.3445
C 4.6999 0.0597 -0.3198
C 5.8370 -0.1684 0.6799
O 5.3673 -0.8178 1.8379
C 4.3603 -0.0645 2.4738
C 3.1732 0.1673 1.5350
C 0.5656 -0.3578 -0.6184
N -2.4838 -1.4473 -0.4108
C -3.5198 -1.9459 0.4746
C -3.4967 -1.2506 1.8456
O -2.2155 -1.2087 2.4114
C -2.8340 -0.3926 -1.3455
C -3.2319 0.8882 -0.6519
C -4.5725 1.1895 -0.4438
C -4.9384 2.3470 0.2205
C -3.9659 3.2164 0.6848
C -2.6286 2.9302 0.4689
C -2.2633 1.7751 -0.1993
H -0.3756 -2.7805 -2.7797
H 1.5080 -1.8287 -4.0572
H 2.7702 0.1158 -3.1270
H 5.0386 0.6437 -1.1750
H 4.3139 -0.9138 -0.6623
H 6.6029 -0.8183 0.2541
H 6.2796 0.8021 0.9466
H 4.0542 -0.6403 3.3482
H 4.7639 0.9078 2.7909
H 2.4355 0.8267 1.9908
H 2.7088 -0.8011 1.2914
H 0.3237 0.0582 0.3473
H -4.4944 -1.8076 0.0050
H -3.3349 -3.0161 0.6174
H -4.2007 -1.7800 2.5073
H -3.8177 -0.2094 1.7580
H -1.7858 -2.0646 2.2687
H -3.6686 -0.7509 -1.9617
H -1.9761 -0.2099 -1.9954
H -5.3378 0.5172 -0.8068
H -5.9840 2.5689 0.3756
H -4.2512 4.1169 1.2078
H -1.8609 3.6039 0.8171
H -1.2174 1.5743 -0.3734
```


(2)
The following is a quantum chemistry calculation of a structure of composition C20H24N2ScSeSi, from OMol25.

Properties
- charge = +1
- lowest unoccupied orbital energy (hartree) = -0.128
- E (eV) = -118029.27757
- ΔE to the lowest compared entry with this formula, charge and spin (kcal/mol) = 0.0

XYZ file:
```
49
C20H24N2ScSeSi, DFT ωB97M-V with the def2-TZVPD basis set
Sc -0.4210 1.1716 0.4513
N -1.8971 2.4884 1.4827
C -1.8559 3.8118 0.8045
C -1.9720 3.5536 -0.6786
N -0.7896 2.7569 -1.0914
H -2.8568 2.1467 1.5089
H -1.5953 2.5813 2.4517
H -0.8983 4.2758 1.0478
H -2.6431 4.4803 1.1512
H -2.0661 4.4795 -1.2453
H -2.8578 2.9485 -0.8834
H 0.0545 3.3300 -1.0351
H -0.8780 2.4749 -2.0658
Se 1.4967 2.4880 1.5026
C 2.7830 1.3653 2.3872
C 2.9847 0.0387 2.0274
C 3.9246 -0.7298 2.6964
C 4.6774 -0.1754 3.7220
C 4.4785 1.1498 4.0781
C 3.5330 1.9217 3.4163
H 2.4187 -0.4118 1.2257
H 4.0684 -1.7643 2.4116
H 5.4171 -0.7726 4.2376
H 5.0599 1.5882 4.8783
H 3.3824 2.9538 3.7041
C -3.1465 -0.5530 -4.5122
C -3.9284 -1.2543 -3.6056
C -3.4996 -1.4284 -2.2961
C -2.2811 -0.9008 -1.8597
C -1.5140 -0.1950 -2.7945
C -1.9291 -0.0223 -4.1079
Si -1.6371 -1.1514 -0.1154
C -0.2473 -2.3986 -0.0932
C 1.0172 -1.9745 -0.5104
C 2.1152 -2.8243 -0.5270
C 1.9584 -4.1362 -0.1077
C 0.7123 -4.5863 0.3114
C -0.3783 -3.7291 0.3158
H -3.4779 -0.4303 -5.5348
H -4.8743 -1.6731 -3.9238
H -4.1239 -1.9822 -1.6049
H -0.5344 0.1946 -2.5132
H -1.3050 0.5071 -4.8170
H -2.7694 -1.6636 0.6992
H 1.1605 -0.9563 -0.8853
H 3.0800 -2.4690 -0.8672
H 2.8041 -4.8114 -0.1140
H 0.5927 -5.6128 0.6326
H -1.3417 -4.0997 0.6451
```


(3)
The following is a quantum chemistry calculation of an isolated molecule of C20H24N4O3S, from OMol25.

Properties
- SMILES string = CCN(CC)S(=O)(=O)c1cccc(C(=O)N[C@@H](C)c2nc3ccccc3[nH]2)c1
- charge = 0
- lowest unoccupied orbital energy (hartree) = 0.006
- E (eV) = -44068.87100
- ΔE to the lowest compared entry with this formula, charge and spin (kcal/mol) = 24.9

XYZ file:
```
52
C20H24N4O3S, DFT ωB97M-V with the def2-TZVPD basis set
C -5.8180 -2.2237 0.6627
C -5.3913 -1.4198 -0.5626
N -4.0244 -0.9405 -0.5245
C -2.9383 -1.7626 -1.0063
C -2.5810 -2.9677 -0.1384
S -3.6325 0.1212 0.6942
O -2.8427 -0.4896 1.7295
O -4.8294 0.8093 1.0748
C -2.5711 1.2683 -0.1893
C -3.1257 2.0800 -1.1602
C -2.3092 2.9633 -1.8481
C -0.9593 3.0281 -1.5488
C -0.4086 2.2258 -0.5517
C 1.0557 2.3549 -0.2837
O 1.8348 2.7326 -1.1462
N 1.4470 2.0601 0.9688
C 2.8399 2.1582 1.3939
C 2.9131 2.2160 2.9102
C 3.6195 0.9988 0.8501
N 4.0899 0.0019 1.5411
C 4.7118 -0.8152 0.6302
C 5.3898 -2.0154 0.8112
C 5.9193 -2.6250 -0.3063
C 5.7867 -2.0680 -1.5805
C 5.1191 -0.8774 -1.7843
C 4.5847 -0.2574 -0.6663
N 3.8869 0.9064 -0.4864
C -1.2292 1.3285 0.1257
H -5.2657 -3.1549 0.7454
H -6.8793 -2.4516 0.5969
H -5.6399 -1.6309 1.5560
H -5.5114 -2.0067 -1.4773
H -6.0205 -0.5286 -0.6302
H -2.0720 -1.0976 -1.0712
H -3.1904 -2.0869 -2.0217
H -2.4665 -2.6486 0.8938
H -1.6433 -3.3972 -0.4830
H -3.3492 -3.7339 -0.1954
H -4.1831 2.0081 -1.3569
H -2.7230 3.6000 -2.6149
H -0.3052 3.7045 -2.0785
H 0.7872 1.7040 1.6413
H 3.2404 3.0784 0.9451
H 3.9442 2.3549 3.2194
H 2.5614 1.2779 3.3308
H 2.3124 3.0394 3.2889
H 5.4916 -2.4436 1.7954
H 6.4526 -3.5583 -0.2000
H 6.2191 -2.5834 -2.4254
H 5.0170 -0.4457 -2.7686
H 3.5488 1.5584 -1.1811
H -0.8627 0.6511 0.8825
```


(4)
The following is a quantum chemistry calculation of an isolated molecule of C20H24N4O6S, from OMol25.

Properties
- SMILES string = O=C(NCCCN1CCOCC1)c1ccc(NS(=O)(=O)c2cccc([N+](=O)[O-])c2)cc1
- charge = 0
- lowest unoccupied orbital energy (hartree) = -0.030
- E (eV) = -50207.51636
- ΔE to the lowest compared entry with this formula, charge and spin (kcal/mol) = 92.0

XYZ file:
```
55
C20H24N4O6S, DFT ωB97M-V with the def2-TZVPD basis set
O -2.5403 -0.7003 -2.4827
C -2.2758 -1.3080 -1.4608
N -3.2168 -1.6979 -0.5734
C -4.5882 -1.2638 -0.6607
C -4.8994 -0.1040 0.2901
C -4.1069 1.1574 -0.0616
N -2.7195 1.0858 0.3751
C -2.5624 1.4687 1.7675
C -1.0990 1.3154 2.1781
O -0.2525 2.1061 1.3762
C -0.4045 1.7640 0.0156
C -1.8515 1.9147 -0.4474
C -0.8792 -1.7284 -1.1397
C 0.0148 -1.8587 -2.1995
C 1.3304 -2.2107 -1.9811
C 1.7871 -2.4312 -0.6831
N 3.1091 -2.7952 -0.4482
S 3.9927 -2.2310 0.8582
O 3.3813 -2.6456 2.0801
O 5.3431 -2.6006 0.5814
C 3.8050 -0.4520 0.6858
C 2.9530 0.2468 1.5212
C 2.7802 1.6125 1.3443
C 3.4554 2.2633 0.3265
C 4.3071 1.5422 -0.5026
N 5.0092 2.2221 -1.5727
O 4.9236 3.4277 -1.6175
O 5.6282 1.5366 -2.3539
C 4.4911 0.1762 -0.3315
C 0.9037 -2.2914 0.3846
C -0.4139 -1.9478 0.1543
H -2.9304 -2.1305 0.2885
H -5.2429 -2.1125 -0.4376
H -4.7508 -0.9492 -1.6940
H -5.9648 0.1195 0.2178
H -4.6879 -0.4066 1.3172
H -4.1101 1.2700 -1.1472
H -4.6082 2.0400 0.3716
H -3.1830 0.8260 2.3949
H -2.8707 2.5182 1.9311
H -0.9522 1.6534 3.2060
H -0.8028 0.2596 2.0929
H 0.2461 2.4385 -0.5436
H -0.0755 0.7265 -0.1440
H -1.9306 1.5824 -1.4836
H -2.1381 2.9798 -0.3856
H -0.3469 -1.6728 -3.1993
H 2.0113 -2.3195 -2.8128
H 3.6833 -2.9168 -1.2681
H 2.4473 -0.2876 2.3092
H 2.1029 2.1613 1.9782
H 3.3366 3.3236 0.1617
H 5.1702 -0.3740 -0.9644
H 1.2626 -2.4714 1.3844
H -1.0705 -1.8310 1.0041
```